Run A
Computed, not measured: the molecule C2H4O3, with ωB97M-V/def2-TZVPD.

Element x y z (Å)
C 0.88 0.65 0.24
C -0.32 -0.17 0.25
O -1.48 0.58 0.14
O 0.10 -0.44 -1.28
O -0.25 -1.14 1.08
H -2.21 -0.06 0.13
H 0.61 -1.27 -1.23
H 0.85 1.73 0.31
H 1.82 0.12 0.36

Gap between HOMO and LUMO (alpha / beta) ... 7.764 / 7.764 eV
Multiplicity ... 1
Molecular weight ... 76.051 g mol⁻¹
Lowest unoccupied orbital energy (alpha / beta) ... -1.7 / -1.7 eV

natural (NBO) atomic charge list, values in e, 8 entries: C 0.09; C 0.64; O -0.71; O -0.68; O -0.74; H 0.49; H 0.49; H 0.21



Run B
Computed, not measured: a 2-piece molecular cluster, C2H4O3 overall, with ωB97M-V/def2-TZVPD.

Element x y z (Å)
O 1.36 -0.32 1.30
C 1.12 -1.20 0.52
O 0.91 -0.97 -0.79
H 1.04 -2.25 0.83
H 0.11 -0.41 -0.83
C -1.12 1.31 -0.26
O -1.25 0.79 -1.35
H -1.88 1.07 0.51
H -0.30 1.97 0.07

Gap between HOMO and LUMO ... 11.091 eV
Structure (SMILES) ... O=CO.C=O
Multiplicity ... 1
Molecular weight ... 76.051 g mol⁻¹
Lowest unoccupied orbital energy ... 0.2 eV

natural (NBO) atomic charge list, values in e, 8 entries: O -0.56; C 0.65; O -0.72; H 0.11; H 0.50; C 0.28; O -0.52; H 0.12



Run C
Computed, not measured: C2H4O3 as an isolated structure, with ωB97M-V/def2-TZVPD.

Element x y z (Å)
C 0.57 -0.13 0.14
C -0.23 -0.72 1.15
O 1.62 -0.06 -0.38
O 0.13 1.53 -1.56
O -0.72 0.82 -0.73
H 0.41 -1.01 1.96
H -1.15 -0.04 1.33
H -0.75 -1.57 0.58
H 0.12 1.17 -2.48

Gap between HOMO and LUMO ... 10.009 eV
Multiplicity ... 1
Molecular weight ... 76.051 g mol⁻¹
Lowest unoccupied orbital energy ... 0.7 eV

natural (NBO) atomic charge list, values in e, 8 entries: C 0.82; C -0.78; O -0.45; O -0.47; O -0.42; H 0.25; H 0.30; H 0.29



Run D
Computed, not measured: a 2-piece molecular cluster, C2H4O3 overall, with ωB97M-V/def2-TZVPD.

Element x y z (Å)
C -0.99 0.04 0.15
C 1.76 -0.41 -0.17
O -1.94 -0.68 0.78
O -1.62 -0.79 -0.64
O -1.00 1.37 0.14
H 2.10 0.59 -0.15
H 1.39 -0.77 -1.25
H 2.09 -1.02 0.60
H -1.79 1.66 0.54

Gap between HOMO and LUMO (alpha / beta) ... 8.926 / 9.354 eV
Multiplicity ... 1
Molecular weight ... 76.051 g mol⁻¹
Lowest unoccupied orbital energy (alpha / beta) ... -0.1 / 0.2 eV

natural (NBO) atomic charge list, values in e, 8 entries: C 0.74; C -0.54; O -0.27; O -0.25; O -0.69; H 0.17; H 0.19; H 0.17



Verdict on stability: run D comes out at the bottom.



Run A
Computed, not measured: an isolated ion of composition C4H8NO3 and charge -1, with ωB97M-V/def2-TZVPD.

Element x y z (Å)
C 0.39 -1.33 -2.09
C -0.09 -0.35 -1.03
C -1.53 -0.63 -0.68
O -2.10 0.41 0.10
N 0.80 -0.40 0.10
C 0.89 0.63 1.06
O 0.02 1.54 0.95
O 1.83 0.55 1.86
H 0.19 -2.35 -1.74
H -0.12 -1.23 -3.04
H 1.48 -1.25 -2.19
H -0.02 0.65 -1.49
H -1.66 -1.56 -0.10
H -2.21 -0.73 -1.53
H -1.34 0.89 0.52
H 1.50 -1.12 0.07

Gap between HOMO and LUMO ... 8.146 eV
Structure (SMILES) ... C[C@@H](CO)NC(=O)[O-]
Total charge ... -1
Multiplicity ... 1
Molecular weight ... 118.112 g mol⁻¹
Lowest unoccupied orbital energy ... 3.7 eV

natural (NBO) atomic charge list, values in e, 8 entries: C -0.60; C -0.08; C -0.06; O -0.79; N -0.70; C 0.88; O -0.82; O -0.78



Run B
Computed, not measured: a 2-piece molecular cluster, C4H8NO3 overall, with ωB97M-V/def2-TZVPD.

Element x y z (Å)
C 2.80 0.21 1.77
C 1.78 0.79 0.82
O 1.94 0.73 -0.36
N 0.63 1.33 1.52
H 3.01 0.87 2.68
H 3.75 0.04 1.28
H -0.26 1.33 1.03
H 0.74 1.96 2.24
H 2.48 -0.75 2.10
C -2.21 -2.00 -1.58
C -1.76 -0.61 -0.95
O -0.84 -0.01 -1.54
O -2.45 -0.25 0.00
H -1.42 -2.71 -1.84
H -2.80 -1.81 -2.49
H -2.79 -2.33 -0.78

Gap between HOMO and LUMO ... 7.169 eV
Total charge ... -1
Multiplicity ... 1
Molecular weight ... 118.112 g mol⁻¹
Lowest unoccupied orbital energy ... 3.5 eV

natural (NBO) atomic charge list, values in e, 8 entries: C -0.71; C 0.69; O -0.53; N -0.90; H 0.20; H 0.22; H 0.43; H 0.37



Run C
Computed, not measured: a 2-piece molecular cluster, C4H8NO3 overall, with ωB97M-V/def2-TZVPD.

Element x y z (Å)
O 0.82 1.45 1.70
C 0.14 1.33 0.70
N -1.24 0.81 0.75
C -0.38 -0.14 0.14
C -0.60 -0.23 -1.37
O -0.64 0.89 -2.04
C -0.04 -1.38 0.92
O -0.36 -2.46 0.21
H 2.53 0.98 -1.08
H 0.27 2.04 -0.14
H 2.05 0.64 -1.53
H -0.01 -1.02 -1.85
H -1.59 -0.72 -1.20
H -0.56 -1.32 1.91
H -1.44 0.46 1.69
H 1.03 -1.32 1.19

Gap between HOMO and LUMO ... 5.501 eV
Total charge ... -1
Multiplicity ... 1
Molecular weight ... 118.112 g mol⁻¹
Lowest unoccupied orbital energy ... 1.8 eV

natural (NBO) atomic charge list, values in e, 8 entries: O -0.57; C 0.39; N -0.54; C 0.21; C -0.06; O -0.74; C -0.08; O -0.85



Run D
Computed, not measured: a 2-piece molecular cluster, C4H8NO3 overall, with ωB97M-V/def2-TZVPD.

Element x y z (Å)
C 1.53 -1.38 1.18
C 0.87 -2.04 -0.03
O -0.40 -2.01 -0.12
O 1.56 -2.82 -0.74
H 2.62 -1.41 1.13
H 1.14 -1.92 2.04
H 1.14 -0.36 1.22
C -0.09 0.78 -0.97
C -1.31 1.64 -0.86
O -1.86 2.25 -1.76
N -1.87 1.71 0.41
H -2.43 2.55 0.49
H -1.36 1.48 1.24
H -0.37 -0.17 -0.47
H 0.87 1.22 -0.74
H -0.04 0.49 -2.02

Gap between HOMO and LUMO ... 7.567 eV
Total charge ... -1
Multiplicity ... 1
Molecular weight ... 118.112 g mol⁻¹
Lowest unoccupied orbital energy ... 3.6 eV

natural (NBO) atomic charge list, values in e, 8 entries: C -0.73; C 0.74; O -0.80; O -0.77; H 0.20; H 0.21; H 0.19; C -0.79



Verdict on stability: run C comes out at the bottom.



Run A
Computed, not measured: a 2-piece molecular cluster, C4H8NO3 overall, with ωB97M-V/def2-TZVPD.

Element x y z (Å)
C 1.82 0.00 -2.18
C 0.29 -0.04 -2.14
O -0.23 0.62 -1.19
O -0.29 -0.67 -3.03
H 2.25 -0.73 -2.87
H 2.20 -0.24 -1.17
H 2.18 1.01 -2.34
C -0.79 -1.10 1.34
C -0.44 0.07 2.24
O -0.95 0.32 3.32
N 0.50 0.88 1.67
H 0.70 1.70 2.22
H 0.48 0.93 0.65
H -0.05 -1.87 1.39
H -0.82 -0.63 0.35
H -1.81 -1.41 1.59

Gap between HOMO and LUMO ... 8.564 eV
Total charge ... -1
Multiplicity ... 1
Molecular weight ... 118.112 g mol⁻¹
Lowest unoccupied orbital energy ... 3.9 eV

natural (NBO) atomic charge list, values in e, 8 entries: C -0.74; C 0.77; O -0.84; O -0.75; H 0.20; H 0.20; H 0.20; C -0.75



Run B
Computed, not measured: a 2-piece molecular cluster, C4H8NO3 overall, with ωB97M-V/def2-TZVPD.

Element x y z (Å)
C -2.17 1.35 1.32
C -1.76 1.94 -0.01
O -2.53 2.62 -0.67
N -0.51 1.65 -0.40
H -0.19 1.98 -1.30
H 0.10 1.02 0.12
H -1.44 0.66 1.73
H -3.11 0.81 1.19
H -2.39 2.17 2.01
C 2.39 -2.54 -0.69
C 1.44 -1.37 -0.41
O 1.40 -0.48 -1.29
O 0.79 -1.39 0.66
H 3.42 -2.21 -0.49
H 2.35 -2.80 -1.74
H 2.21 -3.40 -0.04

Gap between HOMO and LUMO ... 8.375 eV
Total charge ... -1
Multiplicity ... 1
Molecular weight ... 118.112 g mol⁻¹
Lowest unoccupied orbital energy ... 3.9 eV

natural (NBO) atomic charge list, values in e, 8 entries: C -0.71; C 0.66; O -0.69; N -0.79; H 0.40; H 0.44; H 0.23; H 0.22



Run C
Computed, not measured: a 2-piece molecular cluster, C4H8NO3 overall, with ωB97M-V/def2-TZVPD.

Element x y z (Å)
C 1.84 0.93 0.80
C 1.76 0.65 -0.70
O 2.53 1.23 -1.47
N 0.84 -0.20 -1.16
H 0.63 -0.32 -2.16
H 0.16 -0.90 -0.70
H 2.85 0.45 1.13
H 1.01 0.67 1.42
H 2.08 1.99 0.87
C -1.92 -0.01 0.63
C -2.05 -1.44 -0.08
O -1.19 -1.85 -0.91
O -3.05 -2.10 0.26
H -0.84 0.11 0.82
H -2.49 0.22 1.51
H -2.15 0.58 -0.27

Gap between HOMO and LUMO ... 8.190 eV
Total charge ... -1
Multiplicity ... 1
Molecular weight ... 118.112 g mol⁻¹
Lowest unoccupied orbital energy ... 3.7 eV

natural (NBO) atomic charge list, values in e, 8 entries: C -0.71; C 0.66; O -0.70; N -0.85; H 0.39; H 0.45; H 0.22; H 0.22



Run D
Computed, not measured: an isolated ion of composition C4H8NO3 and charge -1, with ωB97M-V/def2-TZVPD.

Element x y z (Å)
C 0.47 1.71 1.09
C -0.15 1.35 -0.26
O 0.54 0.20 -0.76
C -0.26 -0.97 -0.72
N 0.63 -2.08 -1.08
C -0.84 -1.24 0.70
O -2.03 -0.91 0.93
O -0.07 -1.73 1.53
H 0.36 0.86 1.75
H 1.54 1.87 0.96
H -0.02 2.58 1.54
H -1.22 1.17 -0.18
H 0.08 2.16 -0.95
H -1.08 -0.94 -1.45
H 1.57 -1.72 -1.03
H 0.46 -2.31 -2.05

Gap between HOMO and LUMO ... 7.871 eV
Structure (SMILES) ... CCO[C@@H](N)C(=O)[O-]
Total charge ... -1
Multiplicity ... 1
Molecular weight ... 118.112 g mol⁻¹
Lowest unoccupied orbital energy ... 4.0 eV

natural (NBO) atomic charge list, values in e, 8 entries: C -0.64; C -0.08; O -0.56; C 0.15; N -0.82; C 0.70; O -0.80; O -0.75



Verdict on stability: run D comes out at the bottom.



Run A
Computed, not measured: an isolated ion of composition C4H8NO3 and charge -1, with ωB97M-V/def2-TZVPD.

Element x y z (Å)
N 0.55 0.09 -1.69
C -0.25 0.01 -0.48
C -1.56 0.92 -0.60
O -1.76 1.34 -1.87
C 0.50 0.25 0.83
C 1.29 -0.96 1.19
O 2.46 -1.17 0.97
O 0.53 -1.88 1.84
H 0.99 1.01 -1.69
H -0.21 0.30 -2.36
H -0.68 -1.00 -0.47
H -1.43 1.81 0.09
H -2.42 0.34 -0.19
H -0.26 0.47 1.58
H 1.16 1.12 0.80
H 1.09 -2.64 2.05

Gap between HOMO and LUMO ... 6.004 eV
Structure (SMILES) ... N[C@H](C[O-])CC(=O)O
Total charge ... -1
Multiplicity ... 1
Molecular weight ... 118.112 g mol⁻¹
Lowest unoccupied orbital energy ... 3.3 eV

natural (NBO) atomic charge list, values in e, 8 entries: N -0.87; C -0.08; C -0.03; O -0.95; C -0.53; C 0.81; O -0.62; O -0.70



Run B
Computed, not measured: a 2-piece molecular cluster, C4H8NO3 overall, with ωB97M-V/def2-TZVPD.

Element x y z (Å)
C 1.31 -2.02 0.88
C 0.05 -1.93 1.76
O -0.56 -0.86 1.53
O -0.14 -2.90 2.53
H 2.02 -1.15 0.72
H 0.89 -2.37 -0.10
H 1.91 -2.85 1.32
C 0.43 2.01 -0.95
C -1.02 1.67 -1.36
O -1.58 2.24 -2.35
N -1.66 0.80 -0.61
H -2.59 0.62 -0.94
H -1.47 0.29 0.38
H 1.19 1.31 -0.86
H 0.43 2.50 -0.05
H 0.80 2.63 -1.89

Gap between HOMO and LUMO ... 8.349 eV
Total charge ... -1
Multiplicity ... 1
Molecular weight ... 118.112 g mol⁻¹
Lowest unoccupied orbital energy ... 3.8 eV

natural (NBO) atomic charge list, values in e, 8 entries: C -0.75; C 0.78; O -0.83; O -0.76; H 0.19; H 0.20; H 0.20; C -0.70



Run C
Computed, not measured: an isolated ion of composition C4H8NO3 and charge -1, with ωB97M-V/def2-TZVPD.

Element x y z (Å)
C -1.43 -0.85 0.21
C -0.20 -0.55 1.11
O 0.49 -1.72 1.46
C 0.92 0.33 0.41
N 0.43 1.49 -0.39
C 0.67 1.49 -1.85
O -0.03 2.40 -2.32
O 1.52 0.71 -2.34
H -2.00 -0.06 -0.28
H -2.20 -1.50 0.82
H -1.18 -1.68 -0.53
H -0.46 -0.11 2.06
H 0.90 -2.08 0.62
H 1.47 0.64 1.37
H 1.52 -0.35 -0.18
H -0.42 1.84 -0.17

Gap between HOMO and LUMO ... 7.825 eV
Structure (SMILES) ... C[C@@H](O)CNC(=O)[O-]
Total charge ... -1
Multiplicity ... 1
Molecular weight ... 118.112 g mol⁻¹
Lowest unoccupied orbital energy ... 3.6 eV

natural (NBO) atomic charge list, values in e, 8 entries: C -0.65; C 0.08; O -0.73; C -0.23; N -0.72; C 0.87; O -0.80; O -0.81



Verdict on stability: run A comes out at the bottom.